a:
The following is a quantum chemistry calculation of a 2-piece molecular cluster, C5H14 overall, from the OMol25 dataset.

Structure (XYZ):
```
19
C5H14, DFT ωB97M-V/def2-TZVPD
C 0.04572 -1.73213 -0.03507
C 1.39234 -2.12186 -0.63252
C 2.33590 -0.89042 -0.69168
H 0.30029 -1.27479 0.92832
H -0.55485 -2.62705 0.13539
H -0.52770 -1.00637 -0.60248
H 1.90753 -2.81206 0.03022
H 1.24828 -2.43983 -1.66566
H 2.67120 -0.61175 0.30937
H 3.28042 -1.18939 -1.15893
H 1.91615 -0.07172 -1.26800
C -2.32906 2.70944 0.96904
C -1.30909 1.79621 0.30048
H -2.25353 3.73221 0.62965
H -3.31659 2.26630 0.84161
H -2.21404 2.72096 2.05790
H -1.76067 1.14712 -0.45310
H -0.90242 1.03541 0.97034
H -0.36452 2.24909 -0.01124
```

Properties
Kohn-Sham gap   12.50 eV
LUMO   1.16 eV
SMILES   CCC.CC
HOMO   -11.35 eV

***

b:
The following is a quantum chemistry calculation of a 2-piece molecular cluster, C5H14 overall, from the OMol25 dataset.

Structure (XYZ):
```
19
C5H14, DFT ωB97M-V/def2-TZVPD
C 0.19632 -1.66290 -0.62196
C 1.50754 -1.71998 0.33867
C 1.83545 -0.30306 0.89252
H -0.74976 -1.19470 -0.06006
H -0.06124 -2.68603 -0.75815
H 0.63149 -0.92449 -1.29964
H 1.12522 -2.51362 1.04995
H 2.28564 -2.13740 -0.21079
H 1.34698 0.50903 0.37288
H 1.42432 -0.25507 1.79451
H 2.89852 -0.30500 0.71369
C -1.94920 1.80097 -0.98119
C -1.20783 1.42605 0.36905
H -2.67091 2.75913 -0.95290
H -1.02853 2.09488 -1.64030
H -2.41283 0.93046 -1.50991
H -0.23551 1.10411 0.36617
H -1.71942 0.79595 1.05553
H -1.21625 2.28168 1.08191
```

Properties
Kohn-Sham gap   11.40 eV
LUMO   1.10 eV
SMILES   CCC.CC
HOMO   -10.30 eV

***

Stability summary: most stable a, least stable b.